C4H6O3SSi in the gas phase in a non-equilibrium geometry, computed with ωB97M-V with the def2-TZVPD basis set.

Kohn-Sham gap (spin up / spin down)   8.69 / 8.69 eV
M   162.24 Da
SMILES   OC(=S)[C@]1(O)C(O)=C1[SiH3]
E_LUMO (spin up / spin down)   -0.0144 / -0.0144 Eh
Max |F|   4.64 eV/Å
Energy relative to the best compared isomer or geometry (same formula, charge and spin)   0.0 kJ/mol
E_tot   -29096.562 eV
Highest occupied orbital energy (spin up / spin down)   -0.3337 / -0.3337 Ha

ORCA input file:
```
! wB97M-V def2-TZVPD RIJCOSX def2/J DEFGRID3
* xyz 0 1
O 1.40846 0.65154 -1.66010
C 1.72092 0.45121 -0.38572
S 3.37660 0.87152 0.15847
C 0.67806 -0.15757 0.48741
O 0.93798 -0.17305 1.84375
C -0.04663 -1.28196 -0.09184
O -0.05810 -2.47130 -0.55421
C -0.83579 -0.23575 0.12230
Si -2.22615 0.94632 0.24842
H 2.27784 0.75980 -2.10666
H 1.88657 -0.25766 1.85637
H -0.87685 -2.85058 -0.92355
H -3.61818 0.20281 0.18573
H -2.02312 2.11070 -0.72059
H -2.60162 1.43398 1.54022
*
```

A molecular structure, C27H21Cl2NO3OsPS2 in a non-equilibrium geometry, computed with ωB97M-V with the def2-TZVPD basis set.

Kohn-Sham gap   7.29 eV
M   763.71 Da
E_LUMO   -0.1406 Eh
Max |F|   1.29 eV/Å
Energy relative to the best compared isomer or geometry (same formula, charge and spin)   257.2 kJ/mol
E_tot   -94437.071 eV
Highest occupied orbital energy   -0.4085 Ha

ORCA input file:
```
! wB97M-V def2-TZVPD RIJCOSX def2/J DEFGRID3
* xyz 1 1
Os -0.74186 0.92554 0.52148
S -0.81795 1.91938 -1.44910
C -1.28895 3.53193 -0.83984
C -0.62757 4.59287 -0.24380
C -1.39911 5.71759 0.01452
C -2.74794 5.77100 -0.34257
C -3.39127 4.70811 -0.96443
C -2.63171 3.57566 -1.19299
S -2.93016 2.00984 -1.95324
H 0.42278 4.55121 -0.00145
H -0.94272 6.57153 0.49547
H -3.30767 6.67415 -0.13847
H -4.42791 4.77529 -1.26289
O -3.69902 0.81459 1.04801
N -2.63389 -0.02075 0.60087
C -3.09248 -0.95044 -0.15044
C -2.31803 -2.01361 -0.80870
C -3.10466 -2.95643 -1.46150
C -2.52719 -4.01484 -2.15701
C -1.15276 -4.10574 -2.22392
C -0.35645 -3.16034 -1.57548
C -0.92030 -2.12423 -0.84816
P 0.16318 -0.99209 0.08570
C 1.75330 -1.00763 -0.74719
C 2.92710 -1.27472 -0.04729
C 4.15211 -1.17996 -0.69605
C 4.20439 -0.81120 -2.03153
C 3.03485 -0.53013 -2.72813
C 1.81159 -0.62303 -2.08793
C 0.35110 -1.77210 1.69623
C 0.62256 -3.12790 1.87354
C 0.73153 -3.64662 3.15257
C 0.56409 -2.81778 4.25778
C 0.29856 -1.46799 4.09104
C 0.19649 -0.94673 2.80868
H -3.92365 0.47108 1.92530
H -4.16618 -0.95577 -0.31279
H -4.18270 -2.86272 -1.42913
H -3.15391 -4.74832 -2.64443
H -0.68446 -4.90777 -2.77848
H 0.72112 -3.24083 -1.64511
H 2.89164 -1.55308 0.99862
H 5.06436 -1.39293 -0.15458
H 5.16003 -0.73619 -2.53254
H 3.07882 -0.23051 -3.76620
H 0.90280 -0.38573 -2.63032
H 0.74667 -3.77895 1.01670
H 0.94609 -4.69740 3.29229
H 0.64427 -3.22945 5.25488
H 0.18562 -0.82120 4.95027
H 0.03623 0.12927 2.69379
Cl 3.38756 3.36999 2.04580
C 3.35580 2.29788 0.62832
Cl 4.51031 2.80811 -0.59053
C 1.92256 2.22997 0.09077
O 1.62388 2.63190 -1.01818
O 1.11113 1.69784 0.94288
H 3.64802 1.31040 0.96885
*
```

A molecular structure, C39H29N5OReS4, computed with ωB97M-V with the def2-TZVPD basis set.

Kohn-Sham gap (spin up / spin down)   4.62 / 4.77 eV
M   898.17 Da
E_LUMO (spin up / spin down)   -0.2636 / -0.2581 Eh
Max |F|   0.38 eV/Å
Energy relative to the best compared isomer or geometry (same formula, charge and spin)   294.1 kJ/mol
E_tot   -95871.388 eV
Highest occupied orbital energy (spin up / spin down)   -0.4332 / -0.4334 Ha

ORCA input file:
```
! wB97M-V def2-TZVPD RIJCOSX def2/J DEFGRID3
* xyz 2 2
Re 0.33888 1.01087 -2.28184
S -0.82701 1.86881 -4.12080
C -0.97399 0.50663 -5.24808
C -1.69897 0.68008 -6.42629
C -1.83031 -0.36484 -7.32642
C -1.25680 -1.60455 -7.06585
C -0.54942 -1.79823 -5.89213
C -0.39953 -0.73970 -5.00354
S 0.47793 -1.02066 -3.47795
C 2.22844 -0.95731 -3.95267
C 2.75408 0.44074 -4.09140
C 3.84536 0.68992 -4.90687
C 4.32466 1.98130 -5.02408
C 3.67645 3.00155 -4.34447
C 2.57926 2.69956 -3.56416
C 1.78797 3.79730 -2.91189
S 0.89690 3.20940 -1.45338
C 2.34412 2.60963 -0.50900
C 3.03555 3.64718 0.30555
C 4.24973 3.38439 0.79517
C 4.96288 2.13011 0.59711
C 4.52841 0.89827 0.24732
C 3.18341 0.36148 0.01506
S 2.97760 -1.18125 -0.43462
N 2.14783 1.42774 -3.40231
H -2.15751 1.63872 -6.63062
H -2.39323 -0.21283 -8.23734
H -1.37119 -2.41793 -7.76837
H -0.11885 -2.76549 -5.66360
H 2.35799 -1.51510 -4.87895
H 2.76216 -1.48893 -3.16113
H 4.30645 -0.12668 -5.44435
H 5.18029 2.19555 -5.64965
H 4.00529 4.02747 -4.43410
H 1.01109 4.14685 -3.59716
H 2.41880 4.64560 -2.64928
H 2.55299 4.60163 0.47880
H 4.77285 4.14957 1.35449
H 6.03228 2.19957 0.76346
H 5.28849 0.13411 0.13959
C -3.47976 -3.32269 10.12495
O -4.19964 -3.49153 8.90785
C -3.67235 -3.00417 7.77888
C -4.42802 -3.21266 6.61764
C -3.97404 -2.74737 5.40809
C -2.75598 -2.06209 5.31613
C -2.01054 -1.86162 6.47601
C -2.45564 -2.32380 7.69996
C -2.24473 -1.55359 4.05526
N -1.10680 -0.92363 3.88115
C -1.04137 -0.64582 2.54474
C -2.18349 -1.11186 1.88564
N -2.93738 -1.68088 2.86236
C -2.41858 -0.87060 0.50680
C -3.58281 -1.14065 -0.21665
C -3.66279 -0.74434 -1.53518
C -2.59451 -0.08154 -2.12450
N -1.46235 0.18029 -1.46559
C -1.36575 -0.21895 -0.17231
C -0.16603 0.15917 0.47289
N 0.75470 0.74612 -0.35843
C 1.97786 1.30117 0.25582
C 1.93273 1.40640 1.75924
C 1.06065 0.72564 2.50136
C -0.02818 0.04009 1.85253
H -4.08331 -3.79466 10.89314
H -3.35380 -2.26415 10.35919
H -2.50629 -3.81348 10.07341
H -5.36545 -3.74420 6.70073
H -4.58805 -2.93246 4.53450
H -1.06874 -1.33471 6.41069
H -1.85566 -2.15275 8.58080
H -3.83252 -2.12702 2.75948
H -4.42458 -1.63652 0.24923
H -4.55324 -0.92571 -2.11870
H -2.64773 0.26302 -3.14644
H 3.05563 2.29913 -1.28085
H 2.71869 1.98118 2.22432
H 1.09854 0.73074 3.58162
*
```

Copy entry 2 word for word.
A molecular structure, C27H21Cl2NO3OsPS2 in a non-equilibrium geometry, computed with ωB97M-V with the def2-TZVPD basis set.

Kohn-Sham gap   7.29 eV
M   763.71 Da
E_LUMO   -0.1406 Eh
Max |F|   1.29 eV/Å
Energy relative to the best compared isomer or geometry (same formula, charge and spin)   257.2 kJ/mol
E_tot   -94437.071 eV
Highest occupied orbital energy   -0.4085 Ha

ORCA input file:
```
! wB97M-V def2-TZVPD RIJCOSX def2/J DEFGRID3
* xyz 1 1
Os -0.74186 0.92554 0.52148
S -0.81795 1.91938 -1.44910
C -1.28895 3.53193 -0.83984
C -0.62757 4.59287 -0.24380
C -1.39911 5.71759 0.01452
C -2.74794 5.77100 -0.34257
C -3.39127 4.70811 -0.96443
C -2.63171 3.57566 -1.19299
S -2.93016 2.00984 -1.95324
H 0.42278 4.55121 -0.00145
H -0.94272 6.57153 0.49547
H -3.30767 6.67415 -0.13847
H -4.42791 4.77529 -1.26289
O -3.69902 0.81459 1.04801
N -2.63389 -0.02075 0.60087
C -3.09248 -0.95044 -0.15044
C -2.31803 -2.01361 -0.80870
C -3.10466 -2.95643 -1.46150
C -2.52719 -4.01484 -2.15701
C -1.15276 -4.10574 -2.22392
C -0.35645 -3.16034 -1.57548
C -0.92030 -2.12423 -0.84816
P 0.16318 -0.99209 0.08570
C 1.75330 -1.00763 -0.74719
C 2.92710 -1.27472 -0.04729
C 4.15211 -1.17996 -0.69605
C 4.20439 -0.81120 -2.03153
C 3.03485 -0.53013 -2.72813
C 1.81159 -0.62303 -2.08793
C 0.35110 -1.77210 1.69623
C 0.62256 -3.12790 1.87354
C 0.73153 -3.64662 3.15257
C 0.56409 -2.81778 4.25778
C 0.29856 -1.46799 4.09104
C 0.19649 -0.94673 2.80868
H -3.92365 0.47108 1.92530
H -4.16618 -0.95577 -0.31279
H -4.18270 -2.86272 -1.42913
H -3.15391 -4.74832 -2.64443
H -0.68446 -4.90777 -2.77848
H 0.72112 -3.24083 -1.64511
H 2.89164 -1.55308 0.99862
H 5.06436 -1.39293 -0.15458
H 5.16003 -0.73619 -2.53254
H 3.07882 -0.23051 -3.76620
H 0.90280 -0.38573 -2.63032
H 0.74667 -3.77895 1.01670
H 0.94609 -4.69740 3.29229
H 0.64427 -3.22945 5.25488
H 0.18562 -0.82120 4.95027
H 0.03623 0.12927 2.69379
Cl 3.38756 3.36999 2.04580
C 3.35580 2.29788 0.62832
Cl 4.51031 2.80811 -0.59053
C 1.92256 2.22997 0.09077
O 1.62388 2.63190 -1.01818
O 1.11113 1.69784 0.94288
H 3.64802 1.31040 0.96885
*
```

> Which of these has the highest energy relative to the best compared isomer or geometry (same formula, charge and spin)?

C39H29N5OReS4